Here is a molecular structure, C25H21ClEuN4O2Se in a non-equilibrium geometry from the OMol25 dataset. Energies are from ωB97M-V/def2-TZVPD.

Values from the calculation:
multiplicity = 7
orbital gap (alpha / beta) = 5.167 / 5.143 eV
total charge = +1
expectation value of S² = 12.051
relative energy (zero: lowest compared OMol25 entry of this formula, charge and spin) = 154.47 kcal/mol
E = -133495.602 eV

```
55
Properties=species:S:1:pos:R:3:mulliken_charge:R:1
Eu -1.0251 -1.1963 0.3044 0.83
Cl 4.1752 2.3458 3.9443 -0.22
C 3.2187 1.2317 3.0424 0.17
C 3.7602 0.0320 2.6328 -0.95
C 2.9669 -0.8570 1.9023 -0.70
C 1.6143 -0.6250 1.5354 -0.06
O 1.0321 -1.5535 0.8605 -0.86
C 1.0887 0.6494 1.9883 0.94
C -0.3012 1.2468 1.7921 0.04
N -1.2498 0.6671 1.1607 0.07
C -2.5849 0.9591 0.8302 0.74
C -3.1258 2.1855 1.2532 -0.72
C -4.4345 2.5276 0.9572 -1.07
C -5.2220 1.6452 0.2321 -0.90
C -4.7264 0.4062 -0.2136 1.32
C -5.6024 -0.4195 -0.9419 -0.52
C -5.1994 -1.6572 -1.4199 -0.93
C -3.9131 -2.0478 -1.1563 0.02
N -3.0481 -1.2894 -0.4658 -0.19
C -3.3981 -0.0171 0.0487 0.05
C 1.9028 1.5433 2.7287 -1.53
H 4.7844 -0.2357 2.8643 0.48
H 3.4185 -1.8012 1.5890 0.90
H -0.4634 2.2419 2.2355 0.29
H -2.5194 2.8823 1.8203 0.35
H -4.8382 3.4787 1.2909 0.41
H -6.2474 1.9356 0.0114 0.39
H -6.6212 -0.0972 -1.1441 0.42
H -5.8708 -2.2947 -1.9805 0.42
H -3.5170 -2.9999 -1.4933 0.47
H 1.5051 2.4955 3.0653 0.42
C 1.7286 2.0912 -1.0588 -1.30
C 0.6380 1.0658 -0.9040 0.90
C -0.4058 0.9662 -1.9837 -1.39
O 0.6006 0.3270 0.0809 -0.64
H 1.6099 2.6574 -1.9857 0.54
H 2.6968 1.5846 -1.0826 0.23
H 1.6876 2.7884 -0.2181 0.30
H -0.2217 1.6920 -2.7794 0.65
H -1.3895 1.1664 -1.5515 0.26
H -0.3803 -0.0374 -2.4160 0.22
Se 0.3213 -3.3706 -2.3044 0.32
N 0.6619 -2.1248 -1.0552 0.11
C 1.9546 -1.8184 -1.0150 0.34
C 2.4897 -0.8820 -0.1377 0.60
C 3.8642 -0.6387 -0.1827 0.18
C 4.6752 -1.3336 -1.1005 -1.30
C 4.1090 -2.2756 -1.9770 -0.88
C 2.7373 -2.5014 -1.9140 0.48
N 2.0749 -3.3729 -2.6942 -0.94
H 1.8499 -0.3557 0.5631 0.95
H 4.2995 0.0863 0.4919 0.61
H 5.7356 -1.1408 -1.1297 0.47
H 4.7274 -2.8124 -2.6841 0.48
H -1.6235 -3.1434 -0.2363 -0.31
```



Here is a single C25H21ClN4O3S molecule from the OMol25 dataset. Energies are from ωB97M-V/def2-TZVPD.

Values from the calculation:
SMILES = O=C(CC[C@@H]1N=C2c3ccccc3N=C(SCc3ccccc3Cl)N2C1=O)NCc1ccco1
orbital gap = 8.239 eV
total charge = 0
relative energy (zero: lowest compared OMol25 entry of this formula, charge and spin) = 13.44 kcal/mol
E = -61727.774 eV

```
55
Properties=species:S:1:pos:R:3:nbo_charge:R:1
O -1.6828 -1.3881 1.2556 -0.65
C -2.7422 -1.3145 0.6625 0.68
N -3.5307 -0.2239 0.7168 -0.60
H -4.3889 -0.1923 0.1901 0.40
C -3.1520 0.9740 1.4468 -0.28
C -3.4237 2.2084 0.6588 0.24
C -2.7885 2.7661 -0.4110 -0.29
C -3.5259 3.9294 -0.7424 -0.31
C -4.5511 3.9920 0.1483 0.08
O -4.5036 2.9535 1.0002 -0.40
H -5.3492 4.6957 0.2794 0.20
H -3.3161 4.6202 -1.5329 0.23
H -1.9173 2.3837 -0.9000 0.25
H -3.7101 1.0241 2.3895 0.21
H -2.0849 0.8750 1.6636 0.26
C -3.2950 -2.4512 -0.1842 -0.51
H -2.7674 -3.3644 0.0967 0.25
H -4.3589 -2.5773 0.0253 0.22
C -3.1019 -2.2133 -1.6854 -0.37
H -3.5795 -1.2808 -1.9948 0.22
H -3.5549 -3.0424 -2.2308 0.23
C -1.6191 -2.1274 -2.0765 -0.18
N -0.8321 -3.2191 -1.5560 -0.47
C 0.1008 -2.7227 -0.8406 0.46
C 1.1282 -3.3775 -0.0790 -0.19
C 1.2918 -4.7603 -0.0636 -0.14
C 2.2972 -5.3234 0.6932 -0.23
C 3.1448 -4.5127 1.4438 -0.18
C 2.9911 -3.1433 1.4463 -0.23
C 1.9794 -2.5520 0.6868 0.26
N 1.8493 -1.1850 0.7249 -0.55
C 0.9496 -0.6142 0.0150 0.34
N 0.1051 -1.3180 -0.8064 -0.50
C -0.9670 -0.8626 -1.5369 0.71
O -1.2745 0.2928 -1.6928 -0.57
S 0.7151 1.1078 0.0217 0.32
C 2.0703 1.6026 1.1685 -0.56
C 3.0057 2.5484 0.4977 -0.09
C 2.9422 3.9117 0.7665 -0.14
C 3.7951 4.8071 0.1485 -0.23
C 4.7327 4.3509 -0.7622 -0.20
C 4.8112 3.0008 -1.0530 -0.22
C 3.9515 2.1119 -0.4291 -0.02
Cl 4.0720 0.4292 -0.8219 0.01
H 5.5346 2.6314 -1.7627 0.23
H 5.4022 5.0429 -1.2496 0.22
H 3.7269 5.8599 0.3761 0.22
H 2.2085 4.2682 1.4744 0.20
H 1.5941 2.0665 2.0300 0.23
H 2.5479 0.6633 1.4480 0.29
H 3.6397 -2.5057 2.0260 0.22
H 3.9306 -4.9629 2.0326 0.22
H 2.4293 -6.3947 0.7053 0.22
H 0.6207 -5.3627 -0.6556 0.23
H -1.5500 -2.1248 -3.1715 0.24
```



Here is a molecular structure, C25H21F4InO3 in a non-equilibrium geometry from the OMol25 dataset. Energies are from ωB97M-V/def2-TZVPD.

Values from the calculation:
orbital gap = 2.192 eV
total charge = +2
relative energy (zero: lowest compared OMol25 entry of this formula, charge and spin) = 23.04 kcal/mol
E = -48430.385 eV

```
54
Properties=species:S:1:pos:R:3:nbo_charge:R:1
In -0.8966 -5.6678 1.1066 0.98
O -0.3355 -2.9418 0.3842 -0.76
C 1.0178 -2.8808 0.5127 0.93
O 1.5525 -3.9004 0.9930 -0.65
O 1.6435 -1.8914 0.1171 -0.56
H -0.5693 -2.1314 -0.1051 0.50
F -1.8242 -3.1297 2.6091 -0.33
C -1.3708 -1.9218 3.0300 0.41
C -0.0190 -1.8071 3.3801 -0.19
C 0.5127 -0.5443 3.6287 -0.22
C -0.3518 0.5410 3.6104 -0.18
C -1.7085 0.4031 3.3147 -0.14
C -2.2269 -0.8593 2.9904 -0.30
H 0.5488 -2.7188 3.5216 0.25
H 1.5469 -0.4266 3.9161 0.24
H 0.0308 1.5462 3.7440 0.23
H -2.3436 1.2664 3.1756 0.24
H -3.2245 -0.8790 2.5734 0.25
F -0.0055 -2.0219 -2.7485 -0.30
C -1.2351 -1.7629 -3.1996 0.44
C -1.3698 -1.3055 -4.5117 -0.27
C -2.6450 -1.1935 -5.0315 -0.16
C -3.7685 -1.4706 -4.2063 -0.17
C -3.5781 -1.8354 -2.8861 -0.19
C -2.3055 -2.0055 -2.3667 -0.30
H -0.5452 -1.1364 -5.1894 0.25
H -2.7321 -0.9424 -6.0782 0.24
H -4.7449 -1.4488 -4.6693 0.24
H -4.4217 -2.0468 -2.2406 0.23
H -2.1551 -2.2146 -1.3168 0.20
F -3.4462 2.6773 -2.0637 -0.25
C -2.4057 2.4042 -1.3207 0.51
C -2.3291 1.1319 -0.7487 -0.28
C -1.2463 0.7584 0.0161 -0.20
C -0.2596 1.7349 0.2281 -0.03
C -0.3439 3.0251 -0.2906 -0.20
C -1.4030 3.3458 -1.1171 -0.24
H -3.1179 0.4638 -1.0774 0.25
H -1.1531 -0.2260 0.4425 0.22
H 0.5633 1.4506 0.8768 0.21
H 0.3717 3.8129 -0.1066 0.25
H -1.4660 4.3319 -1.5593 0.26
F 4.9169 -0.7408 0.2711 -0.24
C 4.7317 0.5290 0.5407 0.50
C 3.5004 0.9439 1.0461 -0.19
C 3.2956 2.3110 1.2895 -0.22
C 4.2280 3.2762 0.9700 -0.13
C 5.4357 2.7984 0.4007 -0.09
C 5.6782 1.4467 0.1595 -0.30
H 2.7205 0.2115 1.2127 0.26
H 2.3792 2.6140 1.7844 0.22
H 4.0923 4.3252 1.1760 0.25
H 6.1973 3.5342 0.1714 0.24
H 6.5844 1.1673 -0.3592 0.27
```



Here is a single C25H21FN2O4 molecule from the OMol25 dataset. Energies are from ωB97M-V/def2-TZVPD.

Values from the calculation:
SMILES = O=C(N[C@H](Cc1ccccc1)C(=O)O)/C(=C\c1ccc(F)cc1)NC(=O)c1ccccc1
orbital gap = 8.457 eV
total charge = 0
relative energy (zero: lowest compared OMol25 entry of this formula, charge and spin) = 0.22 kcal/mol
E = -40155.179 eV

```
53
Properties=species:S:1:pos:R:3:nbo_charge:R:1
O -1.4985 1.5342 -0.6300 -0.61
C -0.7070 0.8164 -0.0563 0.68
N -0.8558 -0.5161 0.0663 -0.61
H -0.1092 -1.0844 0.4317 0.42
C -2.0415 -1.1680 -0.4317 -0.14
C -2.2187 -0.8872 -1.9196 0.81
O -1.3349 -0.7526 -2.7194 -0.60
O -3.5112 -0.8492 -2.2486 -0.68
H -3.6161 -0.6342 -3.1893 0.50
H -2.9184 -0.7450 0.0762 0.24
C -1.9693 -2.6836 -0.1698 -0.42
C -0.7145 -3.2811 -0.7442 -0.05
C -0.6643 -3.6948 -2.0690 -0.14
C 0.5034 -4.2087 -2.6027 -0.22
C 1.6392 -4.3173 -1.8188 -0.21
C 1.5997 -3.9128 -0.4965 -0.20
C 0.4300 -3.4003 0.0364 -0.23
H 0.4020 -3.1172 1.0810 0.21
H 2.4795 -3.9988 0.1243 0.22
H 2.5491 -4.7193 -2.2376 0.22
H 0.5292 -4.5260 -3.6343 0.22
H -1.5484 -3.6205 -2.6851 0.20
H -2.8530 -3.1494 -0.6089 0.23
H -1.9975 -2.8373 0.9106 0.23
C 0.5317 1.3635 0.6095 0.10
C 1.7997 1.0445 0.3114 -0.22
C 2.2549 0.1273 -0.7216 -0.11
C 3.4647 -0.5478 -0.5390 -0.17
C 3.9349 -1.4351 -1.4861 -0.29
C 3.1891 -1.6389 -2.6333 0.39
C 2.0000 -0.9706 -2.8567 -0.22
C 1.5422 -0.0850 -1.9024 -0.17
H 0.6289 0.4540 -2.0883 0.24
H 1.4392 -1.1406 -3.7605 0.23
F 3.6484 -2.5048 -3.5638 -0.33
H 4.8654 -1.9633 -1.3482 0.23
H 4.0358 -0.3814 0.3630 0.21
H 2.5865 1.5017 0.9024 0.20
N 0.2360 2.3070 1.5901 -0.61
C -0.9149 2.2671 2.3370 0.65
O -1.6851 1.3309 2.2884 -0.59
C -1.1073 3.4360 3.2348 -0.08
C -0.6379 4.7077 2.9166 -0.21
C -0.8674 5.7645 3.7791 -0.22
C -1.5589 5.5626 4.9626 -0.19
C -2.0401 4.3020 5.2775 -0.21
C -1.8223 3.2452 4.4142 -0.18
H -2.1984 2.2576 4.6347 0.23
H -2.5895 4.1458 6.1938 0.22
H -1.7312 6.3908 5.6338 0.22
H -0.5090 6.7511 3.5251 0.22
H -0.1265 4.8846 1.9811 0.21
H 0.9523 2.9765 1.8328 0.41
```



E of number 1 (C25H21ClEuN4O2Se)?
-133495.602 eV